Entry 1:
DFT (ωB97M-V/def2-TZVPD) results for a structure of composition C15H32Br13Cl2GaOP.

As for the charge: -1. The gap between HOMO and LUMO comes out at 5.438 eV. The energy is -1015384.8855 eV. The largest force on an atom comes out at 0.077 hartree/bohr. As for the multiplicity: 1.

Cartesian coordinates (Å):
C1 -3.00 0.31 1.39
C2 -2.20 0.46 2.68
Cl1 -2.98 -0.59 3.92
C3 -0.72 0.16 2.44
Cl2 0.24 1.19 3.58
Ga1 -0.14 -1.82 2.45
P1 2.06 -2.11 3.33
O1 1.98 -2.47 4.97
Br1 2.62 -4.12 2.38
H1 -3.94 0.84 1.53
H2 -3.22 -0.73 1.15
H3 -2.45 0.73 0.55
H4 -2.32 1.50 3.00
H5 -0.52 0.52 1.44
H6 -1.13 -2.83 3.18
H7 -0.08 -2.35 0.94
H8 2.33 -3.36 5.11
Br2 3.49 -7.17 0.92
C4 3.55 -6.26 -0.79
C5 4.77 -6.65 -1.57
Br3 6.38 -5.79 -0.90
H9 3.51 -5.19 -0.58
H10 2.65 -6.56 -1.31
H11 4.68 -6.33 -2.61
H12 4.95 -7.72 -1.55
Br4 -2.92 3.88 0.97
C6 -3.04 5.03 2.53
C7 -4.07 4.55 3.51
Br5 -5.88 4.96 2.91
H13 -3.24 6.04 2.16
H14 -2.05 5.00 2.98
H15 -3.96 5.06 4.46
H16 -4.02 3.48 3.67
Br6 -1.98 5.12 -2.65
C8 -2.85 3.76 -3.73
C9 -3.53 2.72 -2.88
Br7 -2.25 1.48 -2.10
H17 -2.09 3.33 -4.38
H18 -3.58 4.29 -4.34
H19 -4.20 2.11 -3.48
H20 -4.09 3.16 -2.06
Br8 -4.97 6.91 -4.92
C10 -4.60 8.81 -4.74
C11 -3.26 9.07 -4.10
Br9 -3.30 8.78 -2.19
H21 -5.42 9.24 -4.17
H22 -4.61 9.20 -5.76
H23 -2.98 10.12 -4.23
H24 -2.47 8.44 -4.50
Br10 6.84 -8.66 2.93
C12 8.05 -7.15 2.73
C13 7.64 -5.98 3.59
Br11 6.13 -5.03 2.83
H25 8.07 -6.91 1.67
H26 9.03 -7.53 3.03
H27 8.45 -5.25 3.63
H28 7.37 -6.28 4.59
Br12 0.36 -1.68 -0.58
C14 -0.24 -1.83 -2.58
C15 0.86 -2.21 -3.53
Br13 2.03 -0.71 -3.91
H29 -0.70 -0.88 -2.85
H30 -1.00 -2.61 -2.54
H31 0.48 -2.52 -4.50
H32 1.49 -3.01 -3.13

Entry 2:
DFT (ωB97M-V/def2-TZVPD) results for the molecule C5H9N3.

The gap between HOMO and LUMO comes out at 8.657 eV. The energy is -9795.1553 eV. The largest force on an atom comes out at 0.164 hartree/bohr. For the energy relative to the best compared isomer or geometry (same formula, charge and spin), the calculation gives 609.0 kJ/mol. As for the multiplicity: 1.

Cartesian coordinates (Å):
C1 1.63 0.92 -0.07
C2 1.65 -0.68 -0.57
C3 0.56 -0.93 0.43
C4 -1.54 -0.70 -0.15
C5 0.35 0.61 0.74
H1 2.65 1.18 0.35
H2 1.43 1.54 -1.05
H3 2.44 -1.24 -0.42
H4 1.37 -0.73 -1.70
H5 0.99 -1.60 1.23
H6 -2.46 -1.24 -0.67
H7 -2.66 1.12 -0.51
H8 -0.39 2.26 -0.47
H9 0.69 0.91 1.74
N1 -0.54 -1.43 0.07
N2 -1.79 0.60 0.01
N3 -0.52 1.19 -0.18

Entry 3:
DFT (ωB97M-V/def2-TZVPD) results for the ion C4H4NS with charge +1.

As for the charge: +1. The gap between HOMO and LUMO (alpha / beta) comes out at 8.461 / 8.465 eV. The energy is -16526.2917 eV. The largest force on an atom comes out at 0.190 hartree/bohr. For the energy relative to the best compared isomer or geometry (same formula, charge and spin), the calculation gives 303.3 kJ/mol. As for the multiplicity: 1.

Cartesian coordinates (Å):
C1 -0.46 -0.73 1.66
C2 0.84 -0.19 -0.29
C3 -0.40 0.24 0.47
C4 -1.45 -0.06 -0.55
N1 -0.21 -1.38 2.56
S1 -0.14 -0.83 -1.73
H1 1.50 0.62 -0.62
H2 1.57 -0.96 0.28
H3 -0.24 1.22 0.86
H4 -2.38 0.18 -0.80

Entry 4:
DFT (ωB97M-V/def2-TZVPD) results for a structure of composition C21H25N5Pt.

As for the charge: +2. The gap between HOMO and LUMO (alpha / beta) comes out at 7.310 / 7.309 eV. The energy is -32866.9354 eV. The largest force on an atom comes out at 0.049 hartree/bohr. For the energy relative to the best compared isomer or geometry (same formula, charge and spin), the calculation gives 139.1 kJ/mol. As for the multiplicity: 1.

Cartesian coordinates (Å):
Pt1 -0.72 -0.32 0.55
C1 -3.69 0.62 -2.51
C2 -3.87 1.98 -2.28
C3 -3.33 2.56 -1.14
C4 -2.61 1.77 -0.28
N1 -2.38 0.46 -0.52
C5 -2.93 -0.10 -1.60
C6 -2.06 2.21 1.01
C7 -2.39 3.37 1.68
C8 -1.87 3.58 2.95
C9 -1.06 2.61 3.54
C10 -0.75 1.47 2.83
N2 -1.24 1.30 1.58
C11 -0.03 0.30 3.36
C12 0.73 0.31 4.51
C13 1.25 -0.90 4.97
C14 0.96 -2.07 4.29
C15 0.22 -1.98 3.12
N3 -0.24 -0.82 2.65
H1 -4.12 0.13 -3.36
H2 -4.44 2.57 -2.98
H3 -3.48 3.61 -0.94
H4 -2.76 -1.16 -1.73
H5 -3.05 4.10 1.24
H6 -2.12 4.47 3.50
H7 -0.69 2.74 4.54
H8 0.93 1.23 5.04
H9 1.85 -0.92 5.87
H10 1.29 -3.03 4.64
H11 -0.04 -2.87 2.55
C16 -0.25 -1.11 -3.09
C17 0.72 -0.11 -2.46
N4 1.90 -0.73 -1.87
C18 3.16 -0.54 -2.62
C19 3.28 -1.48 -3.81
C20 1.85 -1.48 -0.78
C21 3.08 -2.25 -0.36
N5 0.79 -1.58 0.01
H12 -0.96 -0.57 -3.72
H13 -0.79 -1.69 -2.35
H14 0.30 -1.80 -3.73
H15 0.22 0.52 -1.71
H16 1.08 0.56 -3.24
H17 4.01 -0.65 -1.95
H18 3.17 0.49 -2.96
H19 3.19 -2.53 -3.50
H20 4.25 -1.35 -4.29
H21 2.52 -1.28 -4.56
H22 3.47 -2.85 -1.18
H23 2.85 -2.91 0.47
H24 3.87 -1.57 -0.05
H25 0.94 -2.30 0.70

Entry 5:
DFT (ωB97M-V/def2-TZVPD) results for the molecule C10H9NO2.

The gap between HOMO and LUMO (alpha / beta) comes out at 5.418 / 6.118 eV. Its expectation value of S² is 2.03. The energy is -16094.5628 eV. The largest force on an atom comes out at 0.198 hartree/bohr. For the energy relative to the best compared isomer or geometry (same formula, charge and spin), the calculation gives 135.1 kJ/mol. As for the multiplicity: 3.

Cartesian coordinates (Å):
C1 2.70 0.82 -1.90
C2 0.16 -1.27 2.20
C3 1.37 -0.96 1.60
C4 -1.01 -0.89 1.59
C5 1.37 -0.29 0.40
C6 -1.05 -0.19 0.38
C7 0.20 0.10 -0.24
C8 1.43 1.08 -2.12
C9 -2.40 0.15 -0.14
C10 -3.47 0.33 0.63
N1 3.86 0.50 -2.03
O1 0.25 0.75 -1.45
O2 -2.53 0.30 -1.49
H1 0.14 -1.82 3.13
H2 2.31 -1.25 2.06
H3 -1.94 -1.16 2.05
H4 2.32 -0.04 -0.06
H5 1.19 1.68 -2.98
H6 -4.42 0.56 0.18
H7 4.61 1.04 -1.60
H8 -3.43 0.27 1.69
H9 -1.66 0.27 -1.90

Entry 6:
DFT (ωB97M-V/def2-TZVPD) results for a cluster of 3 separate species, C3H8NO4 in total.

As for the charge: +1. The gap between HOMO and LUMO comes out at 8.002 eV. The energy is -12910.6609 eV. The largest force on an atom comes out at 0.081 hartree/bohr. For the energy relative to the best compared isomer or geometry (same formula, charge and spin), the calculation gives 287.1 kJ/mol. As for the multiplicity: 1.

Cartesian coordinates (Å):
C1 -0.45 1.71 0.79
C2 -0.97 1.91 -0.37
C3 1.16 0.29 -0.79
N1 0.72 -4.03 1.00
O1 -2.07 1.14 -0.73
O2 -0.42 2.56 -1.44
O3 0.67 -0.71 -0.94
O4 1.70 1.34 -0.59
H1 -0.91 0.92 1.44
H2 1.40 -4.63 0.54
H3 1.02 -4.12 2.00
H4 0.27 2.33 1.20
H5 -2.11 0.48 -0.05
H6 -1.16 2.86 -2.05
H7 -0.20 -4.34 0.89
H8 1.35 2.29 -0.90

Q: Number 4 is which compound?
A: C21H25N5Pt